# 1
# C3H13N2

A 2-piece molecular cluster, C3H13N2 overall (ωB97M-V/def2-TZVPD, the OMol25 dataset).

Cartesian coordinates (Å):
C (2.212, -0.864, 0.725)
N (1.014, -1.113, 1.676)
H (2.842, -0.123, 1.385)
H (2.780, -1.752, 0.513)
H (1.715, -0.231, -0.068)
H (0.878, -0.485, 2.538)
H (1.117, -1.929, 2.273)
H (-0.204, -0.265, 0.119)
C (-1.303, 1.592, -0.128)
N (-1.038, 0.189, -0.378)
C (-1.058, -0.018, -1.927)
H (-0.799, 1.878, 0.821)
H (-0.767, 2.223, -0.764)
H (-2.390, 1.858, -0.098)
H (-1.871, -0.326, -0.059)
H (-2.109, 0.261, -2.182)
H (-0.985, -1.189, -2.074)
H (-0.032, 0.294, -2.372)

The HOMO-LUMO gap comes out at 10.364 eV. Its net charge is +1. The calculation puts the LUMO energy at -3.180 eV. The HOMO energy comes out at -13.5440 eV.


# 2
# C3H13N2

A 2-piece molecular cluster, C3H13N2 overall (ωB97M-V/def2-TZVPD, the OMol25 dataset).

Cartesian coordinates (Å):
C (0.640, -1.478, 1.850)
N (1.220, -0.682, 0.680)
H (1.415, -2.164, 2.241)
H (0.503, -0.677, 2.644)
H (-0.295, -1.976, 1.475)
H (1.511, -1.318, -0.054)
H (2.077, -0.213, 1.013)
H (0.499, 0.123, 0.251)
C (0.058, 0.625, -1.885)
N (-0.338, 0.946, -0.536)
C (-1.736, 0.684, -0.187)
H (-0.124, -0.458, -1.915)
H (-0.398, 1.255, -2.588)
H (1.100, 0.800, -2.002)
H (-0.078, 1.943, -0.383)
H (-1.766, -0.376, 0.120)
H (-2.367, 0.862, -1.096)
H (-2.023, 1.372, 0.620)

The HOMO-LUMO gap comes out at 11.192 eV. Its net charge is +1. The calculation puts the LUMO energy at -3.133 eV. The HOMO energy comes out at -14.3249 eV.


# 3
# C3H13N2O

A 2-piece molecular cluster, C3H13N2O overall (ωB97M-V/def2-TZVPD, the OMol25 dataset).

Cartesian coordinates (Å):
N (1.418, -0.156, -1.642)
C (0.855, 1.124, -1.545)
C (-0.106, 1.205, -0.354)
N (-1.163, 0.204, -0.459)
C (-1.800, -0.217, 0.830)
H (1.936, -0.520, -2.421)
H (1.622, -0.749, -0.859)
H (-0.789, -0.589, -1.002)
H (1.562, 1.915, -1.245)
H (0.317, 1.490, -2.419)
H (0.399, 1.070, 0.593)
H (-0.479, 2.222, -0.424)
H (-1.939, 0.436, -1.183)
H (-2.714, 0.376, 0.871)
H (-1.296, 0.103, 1.735)
H (-2.015, -1.271, 0.670)
H (1.792, -2.864, 2.878)
H (0.937, -1.779, 3.379)
O (1.463, -2.000, 2.597)

The HOMO-LUMO gap (spin up / spin down) comes out at 3.486 / 9.652 eV. Its expectation value of S² is 0.751. The calculation puts the LUMO energy (spin up / spin down) at 0.505 / 0.422 eV. As for the multiplicity: 2. The HOMO energy (spin up / spin down) comes out at -2.9808 / -9.2303 eV.


# 4
# C3H13N2O

A 2-piece molecular cluster, C3H13N2O overall (ωB97M-V/def2-TZVPD, the OMol25 dataset).

Cartesian coordinates (Å):
N (-1.417, -0.370, -0.474)
C (-0.441, 0.786, -0.251)
C (0.786, 0.468, -1.031)
C (-0.214, 0.894, 1.295)
N (0.946, 1.693, 1.540)
H (-2.289, -0.234, 0.030)
H (-1.064, -1.261, -0.098)
H (-1.690, -0.509, -1.450)
H (-1.038, 1.638, -0.573)
H (0.867, -0.608, -1.230)
H (1.712, 0.601, -0.510)
H (0.985, 0.886, -2.022)
H (-1.156, 1.370, 1.598)
H (-0.206, -0.067, 1.794)
H (0.746, 2.633, 1.861)
H (1.564, 1.294, 2.237)
H (0.454, -2.932, -1.673)
H (0.830, -3.552, -0.294)
O (0.625, -2.731, -0.748)

The HOMO-LUMO gap comes out at 10.008 eV. Its net charge is +1. The calculation puts the LUMO energy at -3.332 eV. The HOMO energy comes out at -13.3396 eV.


# 5
# C3H13N2O

A 2-piece molecular cluster, C3H13N2O overall (ωB97M-V/def2-TZVPD, the OMol25 dataset).

Cartesian coordinates (Å):
C (-0.675, 0.777, -0.349)
C (-0.044, 0.705, 0.995)
C (1.511, 0.816, 0.842)
N (2.067, -0.039, -0.256)
N (-0.381, -0.301, -1.340)
H (-0.169, 1.656, -0.834)
H (-1.751, 0.986, -0.433)
H (-0.295, -0.152, 1.646)
H (-0.432, 1.477, 1.658)
H (1.682, 1.896, 0.837)
H (1.994, 0.353, 1.740)
H (2.392, -0.903, 0.157)
H (2.819, 0.443, -0.751)
H (-0.599, 0.026, -2.277)
H (1.359, -0.025, -1.030)
H (-0.904, -1.169, -1.294)
H (-2.728, -1.663, -0.294)
H (-3.374, -2.575, 0.600)
O (-2.472, -2.307, 0.382)

The HOMO-LUMO gap comes out at 10.865 eV. Its net charge is +1. The calculation puts the LUMO energy at -3.240 eV. The HOMO energy comes out at -14.1043 eV.


# 6
# C3H13N2O2Pb

C3H13N2O2Pb as an isolated structure (ωB97M-V/def2-TZVPD, the OMol25 dataset).

Cartesian coordinates (Å):
C (-1.389, -1.925, 1.397)
Pb (-1.470, -1.131, -0.627)
N (-1.580, 0.257, -2.895)
H (-3.210, -1.608, -1.076)
H (-2.138, 1.105, -2.818)
H (-1.173, -2.714, -1.518)
H (-2.116, -2.755, 1.365)
H (-1.669, -1.158, 2.141)
H (-0.366, -2.305, 1.563)
H (-0.660, 0.489, -3.244)
H (-2.037, -0.375, -3.550)
N (2.796, 0.889, 1.050)
C (1.706, 1.899, 1.000)
C (0.465, 1.042, 0.743)
O (-0.535, 1.132, 1.467)
O (0.680, 0.194, -0.213)
H (2.636, 0.249, 1.834)
H (3.729, 1.301, 1.174)
H (2.747, 0.349, 0.180)
H (1.700, 2.512, 1.885)
H (1.882, 2.551, 0.142)

The HOMO-LUMO gap (spin up / spin down) comes out at 5.594 / 3.614 eV. Its net charge is -1. The calculation puts the LUMO energy (spin up / spin down) at 3.167 / 3.156 eV. The HOMO energy (spin up / spin down) comes out at -2.4263 / -0.4586 eV.


# 7
# C3H13N2O3

A 3-piece molecular cluster, C3H13N2O3 overall (ωB97M-V/def2-TZVPD, the OMol25 dataset).

Cartesian coordinates (Å):
N (1.658, 0.070, -1.247)
C (1.324, -1.109, -0.489)
C (-0.235, -1.220, 0.025)
N (-0.675, -0.212, 0.884)
C (-1.112, -0.480, 2.293)
O (-0.840, -1.365, -1.189)
H (2.368, -0.026, -1.949)
H (1.678, 0.912, -0.718)
H (-0.425, 0.753, 0.660)
H (1.860, -1.223, 0.501)
H (1.414, -2.054, -1.080)
H (-0.280, -2.224, 0.564)
H (-0.894, 0.305, 3.026)
H (-2.227, -0.712, 2.249)
H (-0.439, -1.439, 2.548)
H (-0.497, 1.798, -0.905)
H (0.274, 2.851, 0.428)
O (0.517, 2.025, 0.062)
H (-0.846, -0.438, -1.613)
H (-1.468, 2.308, -2.263)
O (-1.155, 1.479, -1.785)

The HOMO-LUMO gap comes out at 5.060 eV. Its net charge is +1. The calculation puts the LUMO energy at -8.956 eV. The HOMO energy comes out at -14.0162 eV.


# 8
# C3H13N2O3

A 3-piece molecular cluster, C3H13N2O3 overall (ωB97M-V/def2-TZVPD, the OMol25 dataset).

Cartesian coordinates (Å):
N (-0.053, 1.010, 1.464)
C (-0.623, 0.290, 0.209)
C (-1.262, 1.169, -0.824)
N (-1.428, 0.809, -2.146)
C (-0.972, -0.482, -2.592)
O (-1.678, 2.277, -0.499)
H (-0.525, 0.549, 2.242)
H (-0.295, 2.007, 1.295)
H (0.967, 0.819, 1.491)
H (0.138, -0.347, -0.260)
H (-1.352, -0.455, 0.609)
H (-1.811, 1.474, -2.823)
H (0.123, -0.621, -2.438)
H (-0.942, -0.502, -3.701)
H (-1.591, -1.279, -2.238)
H (1.549, -2.022, 1.649)
H (0.249, -2.699, 2.299)
O (0.595, -2.043, 1.683)
H (2.825, -0.319, 2.240)
H (3.463, 0.294, 0.964)
O (2.623, 0.071, 1.376)

The HOMO-LUMO gap (spin up / spin down) comes out at 10.525 / 5.729 eV. Its expectation value of S² is 0.780. Its net charge is +2. The calculation puts the LUMO energy (spin up / spin down) at -8.206 / -13.003 eV. As for the multiplicity: 2. The HOMO energy (spin up / spin down) comes out at -18.7315 / -18.7315 eV.


# 9
# C3H13N2OS

A 2-piece molecular cluster, C3H13N2OS overall (ωB97M-V/def2-TZVPD, the OMol25 dataset).

Cartesian coordinates (Å):
N (0.917, -0.080, -1.454)
C (-0.369, -0.392, -0.606)
C (-0.226, -1.863, -0.085)
S (-0.162, -1.858, 1.696)
C (-0.626, 0.881, 0.375)
N (-1.809, 1.539, -0.255)
H (0.891, 0.758, -1.977)
H (1.850, -0.002, -0.995)
H (0.964, -0.635, -2.307)
H (-1.307, -0.443, -1.133)
H (-1.105, -2.399, -0.566)
H (0.740, -2.282, -0.346)
H (-1.302, -2.433, 2.002)
H (0.415, 1.386, 0.553)
H (-0.769, 0.539, 1.474)
H (-1.447, 2.249, -0.852)
H (-2.377, 1.829, 0.567)
H (2.258, 3.081, -0.133)
H (2.386, 3.370, -1.580)
O (1.872, 2.843, -0.999)

The HOMO-LUMO gap (spin up / spin down) comes out at 10.015 / 4.829 eV. Its expectation value of S² is 0.753. Its net charge is +2. The calculation puts the LUMO energy (spin up / spin down) at -7.626 / -12.719 eV. As for the multiplicity: 2. The HOMO energy (spin up / spin down) comes out at -17.6412 / -17.5474 eV.


# 10
# C3H13N2OS2

A 4-piece molecular cluster, C3H13N2OS2 overall (ωB97M-V/def2-TZVPD, the OMol25 dataset).

Cartesian coordinates (Å):
S (0.223, -0.270, 2.167)
S (1.949, -0.076, 1.129)
C (-0.517, -2.659, -0.848)
C (-0.435, -1.463, -1.523)
C (-1.444, -1.308, -2.693)
N (-2.361, -0.226, -2.353)
N (-1.136, 2.017, 0.018)
H (0.543, 0.356, 3.317)
H (0.167, -2.956, -0.024)
H (-1.262, -3.413, -1.051)
H (0.318, -0.690, -1.372)
H (-0.952, -1.172, -3.747)
H (-2.050, -2.246, -2.736)
H (-1.905, 0.687, -2.248)
H (-3.193, -0.128, -3.030)
H (-1.140, 1.039, 0.338)
H (-0.295, 2.542, 0.397)
H (-1.955, 2.510, 0.175)
H (2.314, 3.442, 0.445)
H (1.671, 2.030, 0.678)
O (1.481, 2.948, 0.356)

The HOMO-LUMO gap comes out at 2.288 eV. Its net charge is +1. The calculation puts the LUMO energy at -9.356 eV. The HOMO energy comes out at -11.6441 eV.


# 11
# C3H13N3O

A 2-piece molecular cluster, C3H13N3O overall (ωB97M-V/def2-TZVPD, the OMol25 dataset).

Cartesian coordinates (Å):
N (1.485, 1.746, 2.040)
C (1.030, 1.872, 0.678)
C (-0.131, 0.852, 0.496)
N (0.258, -0.533, 0.085)
C (-0.537, -1.485, -0.627)
N (-0.567, -2.735, 0.239)
H (1.092, 1.019, 2.509)
H (2.363, 2.010, 2.298)
H (1.886, 1.509, 0.077)
H (0.874, 2.910, 0.369)
H (-0.645, 0.698, 1.581)
H (-0.835, 1.304, -0.246)
H (1.161, -0.793, 0.363)
H (-0.343, -1.690, -1.704)
H (-1.560, -1.183, -0.617)
H (-0.648, -3.577, -0.292)
H (0.260, -2.865, 0.677)
O (-2.142, 0.170, -2.449)
H (-1.802, 0.249, -3.405)
H (-1.197, 0.523, -2.071)

The HOMO-LUMO gap comes out at 8.999 eV. The calculation puts the LUMO energy at 0.696 eV. The HOMO energy comes out at -8.3032 eV.


# 12
# C3H13N3O

A 3-piece molecular cluster, C3H13N3O overall (ωB97M-V/def2-TZVPD, the OMol25 dataset).

Cartesian coordinates (Å):
C (0.172, -1.151, 0.593)
C (1.527, 0.145, -1.626)
C (1.413, 1.320, 0.423)
N (0.675, 0.555, -0.540)
O (-0.637, -2.203, 0.896)
H (-1.398, -1.874, 1.404)
H (0.374, -0.584, 1.503)
H (1.062, -1.551, 0.123)
H (2.016, 0.998, -2.121)
H (0.952, -0.403, -2.377)
H (2.355, -0.520, -1.298)
H (0.748, 1.710, 1.199)
H (2.170, 0.701, 0.961)
H (1.959, 2.164, -0.024)
N (-2.562, 0.127, 0.871)
N (-1.900, -0.241, -0.335)
H (-1.990, 0.849, 1.306)
H (-3.441, 0.602, 0.671)
H (-2.243, -1.067, -0.806)
H (-1.252, 0.422, -0.823)

The HOMO-LUMO gap (spin up / spin down) comes out at 8.508 / 8.510 eV. The calculation puts the LUMO energy (spin up / spin down) at 0.917 / 0.918 eV. The HOMO energy (spin up / spin down) comes out at -7.5911 / -7.5921 eV.


# 13
# C3H13N3O

A 3-piece molecular cluster, C3H13N3O overall (ωB97M-V/def2-TZVPD, the OMol25 dataset).

Cartesian coordinates (Å):
C (-2.454, -0.841, -0.887)
C (0.430, -0.838, -0.979)
O (-1.518, 0.077, -0.457)
H (-3.304, -0.337, -1.373)
H (-2.870, -1.465, -0.074)
H (-2.054, -1.546, -1.647)
H (0.185, -1.750, -0.449)
H (1.490, -0.733, -1.189)
H (-0.142, -0.681, -1.881)
C (0.834, 1.775, 0.038)
N (0.886, 0.403, 0.557)
N (2.230, 0.095, 0.928)
N (-0.040, 0.281, 1.646)
H (2.465, 0.614, 1.775)
H (2.277, -0.896, 1.145)
H (0.096, -0.657, 2.021)
H (-0.971, 0.206, 1.090)
H (1.080, 2.483, 0.835)
H (-0.173, 1.954, -0.327)
H (1.553, 1.856, -0.773)

The HOMO-LUMO gap (spin up / spin down) comes out at 8.303 / 8.303 eV. The calculation puts the LUMO energy (spin up / spin down) at 0.499 / 0.499 eV. The HOMO energy (spin up / spin down) comes out at -7.8034 / -7.8042 eV.


What total energy values result from the calculations? In sequence: -231.29109 -231.34440 -306.68601 -306.59953 -306.58132 -574.76455 -456.84611 -456.62240 -704.26338 -1102.78736 -361.50997 -361.40739 -361.38911 Eh.
What relative energy (zero: lowest compared OMol25 entry of this formula, charge and spin) values result from the calculations? In sequence: 66.1 32.6 27.4 22.7 34.1 0.0 190.4 8.8 46.5 143.2 71.8 136.2 147.7 kcal per mole.